(1)
C4H8O2 | wB97M-V/def2-TZVPD

Cartesian coordinates (Å):
C1 -1.25 0.49 1.34
C2 -1.52 0.67 0.05
O1 -0.96 0.03 -1.00
C3 0.07 -0.91 -0.72
C4 1.46 -0.28 -0.66
O2 1.80 0.34 0.56
H1 -0.56 -0.26 1.69
H2 -1.74 1.12 2.07
H3 -2.28 1.37 -0.29
H4 -0.12 -1.47 0.20
H5 0.03 -1.62 -1.55
H6 2.19 -1.08 -0.79
H7 1.56 0.41 -1.51
H8 1.32 1.18 0.62

HOMO-LUMO gap ... 9.940 eV
Total energy ... -307.6401 hartree
HOMO energy ... -8.95 eV

=====

(2)
C4H8O2 | wB97M-V/def2-TZVPD

Cartesian coordinates (Å):
C1 1.48 0.76 0.13
C2 0.59 -0.50 -0.10
O1 0.01 -0.91 1.13
C3 -1.32 -0.48 0.80
C4 -1.01 -0.43 -0.67
O2 -1.21 0.74 -1.41
H1 0.89 1.61 0.48
H2 2.22 0.53 0.91
H3 2.04 1.07 -0.76
H4 1.20 -1.28 -0.57
H5 -1.55 0.52 1.20
H6 -2.07 -1.20 1.11
H7 -1.22 -1.34 -1.25
H8 -0.22 0.60 -1.22

HOMO-LUMO gap ... 10.934 eV
Total energy ... -307.5720 hartree
HOMO energy ... -9.98 eV

=====

(3)
C4H8O2 | wB97M-V/def2-TZVPD

Cartesian coordinates (Å):
C1 1.76 -0.37 0.84
C2 0.52 0.42 0.44
O1 1.01 1.46 -0.40
C3 -0.57 -0.41 -0.37
C4 -2.21 -0.36 -0.70
O2 -1.24 0.47 -1.21
H1 2.27 -0.78 -0.03
H2 2.48 0.30 1.34
H3 1.52 -1.17 1.54
H4 0.08 0.88 1.34
H5 0.26 1.91 -0.81
H6 -0.25 -1.41 -0.66
H7 -2.76 -0.24 0.22
H8 -2.87 -0.70 -1.54

HOMO-LUMO gap ... 10.548 eV
Total energy ... -307.5661 hartree
HOMO energy ... -9.49 eV

=====

(4)
C4H8O2 | wB97M-V/def2-TZVPD

Cartesian coordinates (Å):
C1 1.55 -0.21 -0.21
C2 0.48 -0.08 0.85
C3 -0.76 0.74 0.69
O1 -1.08 1.33 -0.54
C4 -0.84 -0.79 0.79
O2 -1.08 -1.24 -1.08
H1 2.08 -1.16 -0.10
H2 1.13 -0.18 -1.21
H3 2.29 0.60 -0.10
H4 0.86 -0.11 1.87
H5 -1.16 1.26 1.55
H6 -0.34 1.88 -0.82
H7 -1.62 -1.62 -0.33
H8 -1.51 -0.40 -1.35

HOMO-LUMO gap ... 8.924 eV
Total energy ... -307.5111 hartree
HOMO energy ... -8.54 eV

=====

(5)
C4H8O2 | wB97M-V/def2-TZVPD

Cartesian coordinates (Å):
C1 1.55 -0.01 -0.22
C2 0.12 -0.16 0.29
O1 0.18 -0.77 1.55
C3 -0.89 -0.73 -0.74
O2 -1.46 0.57 -0.96
C4 -0.76 1.10 0.17
H1 1.60 -0.16 -1.30
H2 2.18 -0.76 0.26
H3 1.95 0.98 0.00
H4 -0.71 -0.76 1.93
H5 -1.61 -1.43 -0.31
H6 -0.48 -1.15 -1.67
H7 -1.42 1.24 1.04
H8 -0.25 2.05 -0.05

HOMO-LUMO gap ... 10.797 eV
Total energy ... -307.6413 hartree
HOMO energy ... -9.92 eV

=====

(6)
C4H8O2 | wB97M-V/def2-TZVPD

Cartesian coordinates (Å):
C1 -0.71 -1.54 -0.37
C2 -0.64 -0.10 -0.85
O1 -1.57 0.69 -0.06
C3 0.40 0.88 -0.42
C4 1.17 0.52 0.77
O2 1.74 1.62 1.44
H1 -0.63 -1.60 0.72
H2 0.09 -2.12 -0.82
H3 -1.67 -1.98 -0.67
H4 -0.89 -0.05 -1.92
H5 -1.60 1.57 -0.46
H6 1.96 -0.12 0.31
H7 0.67 -0.10 1.52
H8 1.68 2.35 0.80

HOMO-LUMO gap ... 9.178 eV
Total energy ... -307.5436 hartree
HOMO energy ... -8.85 eV

=====

(7)
C4H8O2 | wB97M-V/def2-TZVPD

Cartesian coordinates (Å):
O1 -1.19 -1.41 -0.16
C1 0.14 -1.13 0.04
C2 0.76 -0.10 -0.73
C3 0.04 1.09 -1.04
O2 -0.87 1.02 1.02
C4 -0.11 0.14 1.55
H1 -1.66 -0.61 0.15
H2 0.73 -2.05 0.16
H3 0.45 0.15 -1.96
H4 1.84 -0.03 -0.70
H5 -1.02 1.09 -1.26
H6 0.59 2.01 -1.18
H7 0.86 0.48 1.97
H8 -0.58 -0.66 2.15

HOMO-LUMO gap ... 9.242 eV
Total energy ... -307.5182 hartree
HOMO energy ... -8.42 eV

=====

(8)
C4H8O2 | wB97M-V/def2-TZVPD

Cartesian coordinates (Å):
C1 -1.83 -0.57 -0.19
C2 -0.61 -0.50 -1.06
O1 -0.05 0.89 -0.44
C3 1.19 1.08 0.22
C4 1.55 -0.09 1.11
O2 2.60 -0.69 1.03
H1 -1.38 0.34 0.31
H2 -1.89 -1.42 0.51
H3 -2.79 -0.34 -0.65
H4 0.12 -1.30 -0.94
H5 -0.79 -0.26 -2.11
H6 1.13 1.98 0.88
H7 1.99 1.27 -0.49
H8 0.77 -0.40 1.84

HOMO-LUMO gap ... 10.641 eV
Total energy ... -307.5909 hartree
HOMO energy ... -9.69 eV

=====

(9)
C4H8O2 | wB97M-V/def2-TZVPD

Cartesian coordinates (Å):
C1 1.55 -0.88 0.60
C2 0.17 -0.38 0.23
C3 -0.45 0.93 0.70
O1 -1.64 0.89 -0.09
C4 -1.23 0.39 -1.35
O2 0.03 -0.22 -1.18
H1 1.63 -0.95 1.69
H2 1.64 -1.90 0.21
H3 2.38 -0.29 0.21
H4 -0.54 -1.14 0.57
H5 -0.71 0.95 1.76
H6 0.14 1.82 0.43
H7 -1.97 -0.34 -1.69
H8 -1.14 1.21 -2.08

HOMO-LUMO gap ... 10.846 eV
Total energy ... -307.6583 hartree
HOMO energy ... -9.76 eV

=====

(10)
C4H8O2 | wB97M-V/def2-TZVPD

Cartesian coordinates (Å):
C1 -1.71 0.00 0.96
O1 -0.36 0.43 0.87
C2 0.23 0.22 -0.41
C3 1.59 0.90 -0.40
C4 0.34 -1.29 -0.55
O2 -0.41 -1.98 -1.20
H1 -2.39 0.70 0.45
H2 -1.85 -1.00 0.53
H3 -1.96 -0.05 2.03
H4 -0.43 0.60 -1.20
H5 1.49 1.91 -0.01
H6 2.29 0.35 0.24
H7 2.03 0.96 -1.41
H8 1.13 -1.74 0.09

HOMO-LUMO gap ... 10.651 eV
Total energy ... -307.6534 hartree
HOMO energy ... -9.64 eV

=====

(11)
C4H8O2 | wB97M-V/def2-TZVPD

Cartesian coordinates (Å):
C1 1.52 -0.16 -0.56
C2 0.20 0.30 0.09
C3 -0.55 -0.68 0.93
C4 -1.06 -0.32 -0.44
H1 1.36 0.06 -1.76
H2 2.40 0.47 -0.01
H3 1.69 -1.34 -0.44
H4 1.21 2.02 0.59
H5 0.07 -1.50 1.39
H6 -0.98 -0.12 1.68
H7 -1.00 -1.10 -1.21
H8 -2.85 0.10 -0.04
O1 0.08 1.69 0.25
O2 -2.09 0.58 -0.49

HOMO-LUMO gap ... 9.733 eV
Total energy ... -307.5548 hartree
HOMO energy ... -9.05 eV

=====

(12)
C4H8O2 | wB97M-V/def2-TZVPD

Cartesian coordinates (Å):
C1 0.54 2.09 -1.21
C2 0.84 1.51 -0.06
C3 0.81 0.08 0.24
C4 1.18 -0.43 1.42
O1 0.18 -0.70 -0.72
H1 0.25 1.53 -2.08
H2 0.51 3.17 -1.29
H3 1.07 2.12 0.81
H4 1.30 -1.49 1.54
H5 1.55 0.30 2.12
H6 -0.49 -1.17 -0.21
O2 -2.63 -1.65 0.30
H7 -2.89 -2.08 -0.52
H8 -2.50 -2.36 0.93

HOMO-LUMO gap ... 9.232 eV
Total energy ... -307.6379 hartree
HOMO energy ... -8.66 eV

=====

(13)
C4H8O2 | wB97M-V/def2-TZVPD

Cartesian coordinates (Å):
C1 -0.14 -1.60 -0.29
C2 -1.24 -0.89 -0.53
O1 -1.71 0.19 0.16
C3 -0.76 0.94 0.88
C4 0.25 1.55 -0.07
O2 1.36 1.89 0.26
H1 0.53 -1.42 0.54
H2 0.09 -2.42 -0.96
H3 -1.90 -1.11 -1.36
H4 -0.24 0.38 1.67
H5 -1.32 1.76 1.35
H6 -0.13 1.71 -1.10
H7 2.60 -0.85 -0.38
H8 2.61 -0.15 -0.15

HOMO-LUMO gap ... 10.339 eV
Total energy ... -307.5972 hartree
HOMO energy ... -9.40 eV

=====

(14)
C4H8O2 | wB97M-V/def2-TZVPD

Cartesian coordinates (Å):
C1 -1.92 -0.60 0.15
C2 -0.62 -0.11 -0.25
C3 0.91 1.13 0.19
C4 0.64 -0.38 0.48
H1 -2.14 -0.15 1.05
H2 -1.99 -1.70 0.15
H3 -2.70 -0.28 -0.70
H4 -0.10 -0.36 -1.28
H5 1.23 1.76 1.05
H6 1.55 1.30 -0.73
H7 0.76 -0.60 1.53
H8 1.82 -0.75 -0.86
O1 -0.45 1.34 -0.26
O2 1.39 -1.27 -0.20

HOMO-LUMO gap ... 10.734 eV
Total energy ... -307.5966 hartree
HOMO energy ... -9.71 eV

=====

(15)
C4H8O2 | wB97M-V/def2-TZVPD

Cartesian coordinates (Å):
C1 0.00 0.45 -1.76
C2 -0.76 -0.57 -1.35
C3 -2.18 -0.58 -0.92
C4 -2.78 -1.62 -0.27
O1 -2.82 0.66 -0.98
H1 -0.43 1.39 -1.46
H2 1.05 0.33 -1.98
H3 -0.35 -1.55 -1.11
H4 -3.79 -2.01 -0.33
H5 -2.13 -2.05 0.52
H6 -2.93 0.83 -0.04
O2 5.58 1.84 2.97
H7 6.18 1.98 3.70
H8 5.36 0.90 3.02

HOMO-LUMO gap ... 8.447 eV
Total energy ... -307.5759 hartree
HOMO energy ... -8.40 eV

=====

(16)
C4H8O2 | wB97M-V/def2-TZVPD

Cartesian coordinates (Å):
O1 0.95 -1.10 -1.03
C1 0.49 0.20 -1.01
C2 -0.96 0.29 -0.53
C3 -1.02 -0.32 0.89
O2 0.26 -0.84 1.27
C4 1.40 0.56 0.10
H1 0.55 -1.38 0.47
H2 0.66 0.78 -1.93
H3 -1.58 -0.28 -1.23
H4 -1.32 1.33 -0.54
H5 -1.76 -1.12 0.96
H6 -1.28 0.43 1.64
H7 1.16 1.12 1.00
H8 2.45 0.33 -0.07

HOMO-LUMO gap ... 8.441 eV
Total energy ... -307.5408 hartree
HOMO energy ... -8.96 eV

=====

(17)
C4H8O2 | wB97M-V/def2-TZVPD

Cartesian coordinates (Å):
C1 1.32 -1.36 -0.42
C2 0.50 -1.42 -1.46
H1 1.41 -2.19 0.29
H2 1.93 -0.49 -0.21
H3 0.40 -0.58 -2.15
H4 -0.12 -2.29 -1.66
C3 -1.92 0.38 0.05
O1 -1.36 1.31 -0.49
H5 -1.39 -0.26 0.79
H6 -2.98 0.15 -0.15
C4 0.55 1.69 1.35
O2 0.80 0.65 1.91
H7 -0.23 2.38 1.72
H8 1.09 2.03 0.44

HOMO-LUMO gap ... 10.542 eV
Total energy ... -307.5916 hartree
HOMO energy ... -9.91 eV

=====

(18)
C4H8O2 | wB97M-V/def2-TZVPD

Cartesian coordinates (Å):
O1 -0.61 -0.63 -2.00
C1 -0.18 -0.95 -0.69
C2 -0.72 0.02 0.32
C3 0.30 -0.35 1.37
O2 1.34 0.80 0.23
C4 0.01 1.35 0.02
H1 0.03 -1.04 -2.59
H2 1.20 -0.08 -0.38
H3 -0.40 -2.00 -0.41
H4 -1.79 0.12 0.58
H5 0.43 0.27 2.26
H6 0.64 -1.38 1.49
H7 -0.15 2.11 0.78
H8 -0.09 1.77 -0.98

HOMO-LUMO gap (spin up / spin down) ... 6.931 / 6.934 eV
Total energy ... -307.4777 hartree
HOMO energy (spin up / spin down) ... -6.99 / -6.99 eV